Entry 1:
# C17H38BNO19PS2

A cluster of 5 separate species, C17H38BNO19PS2 in total (ωB97M-V/def2-TZVPD, the Open Molecules 2025 dataset).

Each atom is followed by the atoms it is bonded to, with distances in Å.
Atoms and positions in Å:
1 C -0.174 0.202 -0.292  B2 1.677, H14 1.182, H15 1.189, H16 1.185
2 B 0.114 -1.400 0.111  C1 1.677, O3 1.485, S4 1.903
3 O 0.376 -2.384 -0.970  B2 1.485, H17 1.017
4 S 0.127 -1.818 1.968  B2 1.903, O5 1.579, O6 1.579, N7 1.746
5 O -0.755 -3.121 2.097  S4 1.579
6 O -0.631 -0.734 2.831  S4 1.579
7 N 1.708 -2.216 2.590  S4 1.746, S8 1.745
8 S 2.733 -0.813 2.762  N7 1.745, O9 1.578, O10 1.547, P11 2.187
9 O 2.877 -0.478 4.298  S8 1.578
10 O 2.201 0.478 2.097  S8 1.547
11 P 4.685 -1.411 1.978  S8 2.187, O12 1.759, O13 1.749
12 O 5.864 -0.140 2.272  P11 1.759, H18 1.010
13 O 4.562 -1.677 0.254  P11 1.749, H19 1.007
14 H -0.082 0.903 0.656  C1 1.182
15 H 0.562 0.584 -1.145  C1 1.189
16 H -1.272 0.320 -0.722  C1 1.185
17 H -0.382 -3.061 -1.014  O3 1.017
18 H 5.354 0.723 2.144  O12 1.010
19 H 4.037 -2.512 0.049  O13 1.007
20 C 8.274 -0.358 0.809  C21 1.519, H27 1.095, H28 1.093, H29 1.095
21 C 8.222 -0.174 -0.698  C20 1.519, O22 1.434, H30 1.094, H31 1.096
22 O 8.712 1.121 -1.071  C21 1.434, C23 1.354
23 C 10.059 1.259 -1.076  O22 1.354, O24 1.222, O25 1.357
24 O 10.874 0.391 -0.800  C23 1.222
25 O 10.350 2.542 -1.412  C23 1.357, C26 1.425
26 C 11.741 2.850 -1.361  O25 1.425, H32 1.094, H33 1.095, H34 1.094
27 H 7.752 0.460 1.315  C20 1.095
28 H 7.815 -1.307 1.100  C20 1.093
29 H 9.306 -0.349 1.175  C20 1.095
30 H 7.182 -0.229 -1.034  C21 1.094
31 H 8.773 -0.964 -1.221  C21 1.096
32 H 12.328 2.142 -1.954  C26 1.094
33 H 12.082 2.860 -0.321  C26 1.095
34 H 11.882 3.850 -1.782  C26 1.094
35 C -3.539 -4.736 2.727  C36 1.519, H42 1.095, H43 1.093, H44 1.095
36 C -4.134 -3.375 2.408  C35 1.519, O37 1.434, H45 1.094, H46 1.096
37 O -5.535 -3.485 2.124  C36 1.434, C38 1.354
38 C -6.344 -3.613 3.202  O37 1.354, O39 1.222, O40 1.357
39 O -5.988 -3.637 4.372  C38 1.222
40 O -7.620 -3.741 2.760  C38 1.357, C41 1.425
41 C -8.569 -3.980 3.796  O40 1.425, H47 1.094, H48 1.095, H49 1.094
42 H -3.760 -5.450 1.927  C35 1.095
43 H -2.455 -4.665 2.852  C35 1.093
44 H -3.964 -5.149 3.647  C35 1.095
45 H -3.658 -2.974 1.508  C36 1.094
46 H -3.956 -2.656 3.215  C36 1.096
47 H -8.498 -3.225 4.584  C41 1.094
48 H -8.425 -4.984 4.207  C41 1.095
49 H -9.571 -3.926 3.359  C41 1.094
50 C -3.659 5.602 0.504  C51 1.519, H57 1.095, H58 1.093, H59 1.095
51 C -2.632 4.485 0.447  C50 1.519, O52 1.434, H60 1.094, H61 1.096
52 O -1.940 4.492 -0.809  C51 1.434, C53 1.354
53 C -0.968 5.426 -0.937  O52 1.354, O54 1.222, O55 1.357
54 O -0.635 6.241 -0.090  C53 1.222
55 O -0.444 5.321 -2.185  C53 1.357, C56 1.425
56 C 0.531 6.315 -2.488  O55 1.425, H62 1.094, H63 1.095, H64 1.094
57 H -4.333 5.550 -0.357  C50 1.095
58 H -4.249 5.538 1.422  C50 1.093
59 H -3.179 6.585 0.472  C50 1.095
60 H -3.142 3.519 0.524  C51 1.094
61 H -1.924 4.543 1.282  C51 1.096
62 H 1.319 6.345 -1.729  C56 1.094
63 H 0.048 7.293 -2.582  C56 1.095
64 H 0.989 6.061 -3.448  C56 1.094
65 C -3.998 -1.022 -5.650  C66 1.519, H72 1.095, H73 1.093, H74 1.095
66 C -3.038 -1.367 -4.525  C65 1.519, O67 1.434, H75 1.094, H76 1.096
67 O -3.469 -0.781 -3.289  C66 1.434, C68 1.354
68 C -4.480 -1.422 -2.657  O67 1.354, O69 1.222, O70 1.357
69 O -5.040 -2.439 -3.040  C68 1.222
70 O -4.788 -0.723 -1.535  C68 1.357, C71 1.425
71 C -5.907 -1.240 -0.821  O70 1.425, H77 1.094, H78 1.095, H79 1.094
72 H -4.140 0.061 -5.717  C65 1.095
73 H -3.620 -1.391 -6.608  C65 1.093
74 H -4.986 -1.461 -5.479  C65 1.095
75 H -2.052 -0.949 -4.748  C66 1.094
76 H -2.912 -2.451 -4.417  C66 1.096
77 H -5.783 -2.305 -0.602  C71 1.094
78 H -6.825 -1.066 -1.392  C71 1.095
79 H -5.983 -0.701 0.128  C71 1.094

## Properties
- 2S+1 = 1
- highest occupied orbital energy (eV) = -6.2
- total charge = -1
- Kohn-Sham gap (eV) = 8.39

Löwdin atomic charge list, values in e, 5 entries:
1. C -0.072
2. B -0.403
3. O -0.012
4. S 0.692
5. O -0.446

Entry 2:
# C2H3N2P

The molecule C2H3N2P (ωB97M-V/def2-TZVPD, the Open Molecules 2025 dataset).

Each atom is followed by the atoms it is bonded to, with distances in Å.
Atoms and positions in Å:
1 C 0.203 0.030 1.066  C2 1.270, N3 1.348, P5 2.010
2 C -0.591 0.759 1.737  C1 1.270, P5 2.068
3 N 1.023 -0.514 0.145  C1 1.348, N4 1.449, H6 0.991
4 N 0.323 0.046 -0.995  N3 1.449, P5 1.755, H7 1.056
5 P -1.089 0.795 -0.270  C1 2.010, C2 2.068, N4 1.755, H8 1.346
6 H 0.925 -1.499 0.119  N3 0.991
7 H 0.895 0.791 -1.477  N4 1.056
8 H -1.688 -0.408 -0.325  P5 1.346

## Properties
- ΔE to the lowest compared entry with this formula, charge and spin (kcal per mole) = 109.49
- SMILES = C1=C2NN[P@H]=12
- 2S+1 = 1
- highest occupied orbital energy (eV) = -9.3
- Kohn-Sham gap (eV) = 9.38

Löwdin atomic charge list, values in e, 5 entries:
1. C -0.485
2. C -0.136
3. N -0.057
4. N -0.299
5. P 0.884

Entry 3:
# C4H4

The molecule C4H4 (ωB97M-V/def2-TZVPD, the Open Molecules 2025 dataset).

Each atom is followed by the atoms it is bonded to, with distances in Å.
Atoms and positions in Å:
1 C -2.389 0.168 -0.016  C2 1.235, H5 1.053
2 C -1.211 -0.203 -0.018  C1 1.235, C4 1.449
3 C 1.200 0.280 0.041  C4 1.306, H6 1.023, H7 1.020
4 C 0.195 -0.553 -0.004  C2 1.449, C3 1.306, H8 1.157
5 H -3.421 0.178 0.193  C1 1.053
6 H 2.127 -0.153 0.062  C3 1.023
7 H 0.923 1.259 -0.019  C3 1.020
8 H 0.449 -1.680 0.060  C4 1.157

## Properties
- ΔE to the lowest compared entry with this formula, charge and spin (kcal per mole) = 11.97
- SMILES = C#CC=C
- 2S+1 = 1
- highest occupied orbital energy (eV) = -9.4
- Kohn-Sham gap (eV) = 10.44

natural (NBO) atomic charge list, values in e, 5 entries:
1. C -0.227
2. C -0.035
3. C -0.341
4. C -0.260
5. H 0.235

Entry 4:
# C27H68F9N24O13P2S

A cluster of 12 separate species, C27H68F9N24O13P2S in total (ωB97M-V/def2-TZVPD, the Open Molecules 2025 dataset).

Each atom is followed by the atoms it is bonded to, with distances in Å.
Atoms and positions in Å:
1 C 2.634 -2.811 2.776  C2 1.547, H33 1.089, H34 1.093, H35 1.092
2 C 3.494 -2.970 1.501  C1 1.547, P3 1.838, H36 1.090, H37 1.092
3 P 2.715 -2.555 -0.111  C2 1.838, C4 1.838, C5 1.851
4 C 1.008 -3.237 -0.098  P3 1.838, H38 1.089, H39 1.094, H40 1.086
5 C 2.363 -0.748 0.088  P3 1.851, N6 1.322, N28 1.359
6 N 1.693 -0.246 1.111  C5 1.322, C7 1.386, H41 1.010
7 C 1.608 1.133 1.012  N6 1.386, C8 1.495, C23 1.352
8 C 0.870 1.966 2.011  C7 1.495, C9 1.540, H42 1.089, H43 1.089
9 C -0.570 2.246 1.543  C8 1.540, C10 1.511, H44 1.089, H45 1.090
10 C -1.426 1.002 1.483  C9 1.511, F11 1.360, F12 1.372, C13 1.550
11 F -1.181 0.254 0.374  C10 1.360
12 F -1.134 0.193 2.552  C10 1.372
13 C -2.954 1.253 1.563  C10 1.550, F14 1.357, F15 1.340, C16 1.552
14 F -3.181 1.964 2.696  C13 1.357
15 F -3.602 0.086 1.675  C13 1.340
16 C -3.563 2.088 0.405  C13 1.552, F17 1.342, F18 1.353, C19 1.560
17 F -3.001 3.306 0.361  C16 1.342
18 F -4.874 2.243 0.699  C16 1.353
19 C -3.489 1.456 -1.019  C16 1.560, F20 1.325, F21 1.343, F22 1.336
20 F -3.664 0.143 -0.990  C19 1.325
21 F -4.447 1.996 -1.789  C19 1.343
22 F -2.307 1.734 -1.577  C19 1.336
23 C 2.252 1.494 -0.120  C7 1.352, C24 1.498, N28 1.425
24 C 2.377 2.928 -0.535  C23 1.498, C25 1.549, H46 1.092, H47 1.085
25 C 3.552 3.656 0.165  C24 1.549, C26 1.544, C27 1.532, H48 1.096
26 C 4.908 3.309 -0.487  C25 1.544, H49 1.089, H50 1.088, H51 1.090
27 C 3.265 5.160 0.199  C25 1.532, H52 1.086, H53 1.088, H54 1.088
28 N 2.703 0.285 -0.725  C5 1.359, C23 1.425, P29 1.749
29 P 3.525 0.192 -2.267  N28 1.749, O30 1.580, O31 1.583, S32 1.908
30 O 3.281 -1.279 -2.787  P29 1.580, H55 0.983
31 O 5.046 0.186 -1.827  P29 1.583, H56 0.971
32 S 3.001 1.522 -3.529  P29 1.908
33 H 2.775 -3.637 3.472  C1 1.089
34 H 1.561 -2.769 2.572  C1 1.093
35 H 2.899 -1.882 3.285  C1 1.092
36 H 3.885 -3.982 1.401  C2 1.090
37 H 4.346 -2.293 1.601  C2 1.092
38 H 0.304 -2.511 -0.502  C4 1.089
39 H 0.655 -3.509 0.901  C4 1.094
40 H 1.004 -4.137 -0.706  C4 1.086
41 H 1.283 -0.783 1.861  N6 1.010
42 H 0.885 1.485 2.988  C8 1.089
43 H 1.390 2.917 2.115  C8 1.089
44 H -1.026 2.961 2.227  C9 1.089
45 H -0.514 2.717 0.562  C9 1.090
46 H 1.463 3.404 -0.174  C24 1.092
47 H 2.390 3.079 -1.609  C24 1.085
48 H 3.561 3.297 1.201  C25 1.096
49 H 4.759 2.665 -1.351  C26 1.089
50 H 5.405 4.209 -0.842  C26 1.088
51 H 5.553 2.772 0.209  C26 1.090
52 H 3.664 5.645 1.085  C27 1.086
53 H 3.737 5.647 -0.652  C27 1.088
54 H 2.200 5.370 0.131  C27 1.088
55 H 2.322 -1.491 -2.818  O30 0.983
56 H 5.583 0.014 -2.617  O31 0.971
57 C 2.501 6.099 -3.674  O58 1.224, N59 1.369, N60 1.358
58 O 2.317 5.415 -2.676  C57 1.224
59 N 3.275 5.661 -4.715  C57 1.369, H61 1.002, H62 1.003
60 N 1.960 7.337 -3.818  C57 1.358, H63 1.004, H64 1.002
61 H 3.447 6.202 -5.541  N59 1.002
62 H 3.687 4.751 -4.631  N59 1.003
63 H 1.394 7.693 -3.070  N60 1.004
64 H 2.100 7.923 -4.618  N60 1.002
65 C -3.058 -4.244 1.789  O66 1.231, N67 1.372, N68 1.346
66 O -2.260 -5.152 2.018  C65 1.231
67 N -3.023 -3.064 2.490  C65 1.372, H69 1.004, H70 1.002
68 N -4.027 -4.324 0.858  C65 1.346, H71 1.012, H72 1.006
69 H -3.687 -2.328 2.337  N67 1.004
70 H -2.332 -2.971 3.210  N67 1.002
71 H -4.116 -5.179 0.324  N68 1.012
72 H -4.666 -3.564 0.695  N68 1.006
73 C 3.630 9.020 1.067  O74 1.220, N75 1.366, N76 1.367
74 O 3.127 7.953 1.376  C73 1.220
75 N 2.895 10.161 0.910  C73 1.366, H77 1.002, H78 1.002
76 N 4.973 9.158 0.848  C73 1.367, H79 1.002, H80 1.002
77 H 3.289 11.045 0.651  N75 1.002
78 H 1.907 10.093 1.065  N75 1.002
79 H 5.542 8.340 0.954  N76 1.002
80 H 5.406 10.024 0.591  N76 1.002
81 C 2.116 -6.730 2.927  O82 1.227, N83 1.365, N84 1.360
82 O 2.982 -6.477 2.096  C81 1.227
83 N 0.799 -6.466 2.689  C81 1.365, H85 1.003, H86 1.004
84 N 2.405 -7.281 4.137  C81 1.360, H87 1.009, H88 1.003
85 H 0.063 -6.642 3.348  N83 1.003
86 H 0.558 -6.051 1.808  N83 1.004
87 H 3.371 -7.497 4.333  N84 1.009
88 H 1.715 -7.497 4.831  N84 1.003
89 C -6.247 5.674 -1.858  O90 1.215, N91 1.371, N92 1.370
90 O -7.046 6.525 -1.520  C89 1.215
91 N -5.515 5.770 -3.013  C89 1.371, H93 1.002, H94 1.002
92 N -6.011 4.547 -1.117  C89 1.370, H95 1.002, H96 1.000
93 H -4.856 5.077 -3.311  N91 1.002
94 H -5.671 6.577 -3.586  N91 1.002
95 H -6.533 4.442 -0.267  N92 1.002
96 H -5.357 3.837 -1.379  N92 1.000
97 C -7.005 -1.148 1.108  O98 1.222, N99 1.365, N100 1.362
98 O -6.237 -2.084 1.274  C97 1.222
99 N -6.914 -0.002 1.843  C97 1.365, H101 1.002, H102 1.003
100 N -8.007 -1.182 0.186  C97 1.362, H103 1.003, H104 1.002
101 H -7.530 0.781 1.734  N99 1.002
102 H -6.191 0.039 2.537  N99 1.003
103 H -8.101 -2.019 -0.359  N100 1.003
104 H -8.653 -0.430 0.041  N100 1.002
105 C -4.318 -6.958 -2.193  O106 1.221, N107 1.362, N108 1.365
106 O -4.497 -6.393 -1.126  C105 1.221
107 N -3.401 -7.956 -2.337  C105 1.362, H109 1.002, H110 1.004
108 N -5.028 -6.640 -3.314  C105 1.365, H111 1.002, H112 1.002
109 H -3.242 -8.444 -3.197  N107 1.002
110 H -2.877 -8.217 -1.522  N107 1.004
111 H -5.717 -5.916 -3.230  N108 1.002
112 H -4.905 -7.098 -4.196  N108 1.002
113 C 1.086 -2.882 -4.493  O114 1.232, N115 1.358, N116 1.357
114 O 0.870 -2.419 -3.372  C113 1.232
115 N 2.059 -3.802 -4.715  C113 1.358, H117 1.003, H118 1.004
116 N 0.361 -2.502 -5.575  C113 1.357, H119 1.003, H120 1.002
117 H 2.254 -4.193 -5.618  N115 1.003
118 H 2.607 -4.097 -3.928  N115 1.004
119 H -0.361 -1.821 -5.431  N116 1.003
120 H 0.514 -2.864 -6.498  N116 1.002
121 C -0.936 9.625 -3.578  O122 1.222, N123 1.365, N124 1.365
122 O 0.278 9.762 -3.607  C121 1.222
123 N -1.632 9.541 -2.407  C121 1.365, H125 1.002, H126 1.002
124 N -1.689 9.552 -4.714  C121 1.365, H127 1.003, H128 1.002
125 H -2.628 9.434 -2.359  N123 1.002
126 H -1.107 9.599 -1.555  N123 1.002
127 H -1.206 9.621 -5.590  N124 1.003
128 H -2.685 9.449 -4.712  N124 1.002
129 C -2.369 -9.639 2.986  O130 1.217, N131 1.366, N132 1.374
130 O -2.988 -10.680 3.103  C129 1.217
131 N -2.979 -8.418 2.932  C129 1.366, H133 1.006, H134 1.003
132 N -1.000 -9.612 2.886  C129 1.374, H135 1.003, H136 1.002
133 H -2.495 -7.544 2.816  N131 1.006
134 H -3.980 -8.407 2.983  N131 1.003
135 H -0.520 -10.492 2.901  N132 1.003
136 H -0.468 -8.771 2.766  N132 1.002
137 C 6.132 -6.239 5.052  O138 1.220, N139 1.366, N140 1.366
138 O 5.907 -7.438 5.084  C137 1.220
139 N 7.076 -5.646 5.842  C137 1.366, H141 1.001, H142 1.003
140 N 5.435 -5.408 4.221  C137 1.366, H143 1.007, H144 1.002
141 H 7.273 -4.664 5.828  N139 1.001
142 H 7.595 -6.241 6.460  N139 1.003
143 H 4.744 -5.845 3.634  N140 1.007
144 H 5.567 -4.417 4.170  N140 1.002

## Properties
- 2S+1 = 1
- highest occupied orbital energy (eV) = -10.7
- total charge = +1
- Kohn-Sham gap (eV) = 8.62

Löwdin atomic charge list, values in e, 5 entries:
1. C -0.145
2. C -0.399
3. P 1.015
4. C -0.254
5. C -0.359

Entry 5:
# C5H13N2

The molecule C5H13N2 (ωB97M-V/def2-TZVPD, the Open Molecules 2025 dataset).

Each atom is followed by the atoms it is bonded to, with distances in Å.
Atoms and positions in Å:
1 C 0.458 -2.152 -1.513  C2 1.548, H8 1.086, H9 1.098, H10 1.092
2 C 0.824 -0.648 -1.480  C1 1.548, C3 1.533, H11 1.083, H12 1.093
3 C -0.367 0.203 -1.023  C2 1.533, C4 1.523, H13 1.098, H14 1.099
4 C -0.852 -0.115 0.385  C3 1.523, N7 1.449, H15 1.093, H16 1.095
5 N -0.465 2.494 1.851  C6 1.390, H17 1.001, H18 1.000
6 C 0.323 1.359 2.003  N5 1.390, N7 1.363, H19 1.082
7 N 0.147 0.150 1.400  C4 1.449, C6 1.363, H20 0.992
8 H 0.972 -2.764 -0.779  C1 1.086
9 H 0.710 -2.627 -2.470  C1 1.098
10 H -0.631 -2.232 -1.523  C1 1.092
11 H 1.249 -0.322 -2.422  C2 1.083
12 H 1.568 -0.499 -0.694  C2 1.093
13 H -1.155 0.197 -1.788  C3 1.098
14 H -0.082 1.264 -1.072  C3 1.099
15 H -1.819 0.325 0.641  C4 1.093
16 H -1.067 -1.188 0.387  C4 1.095
17 H -1.309 2.436 1.317  N5 1.001
18 H -0.351 3.277 2.463  N5 1.000
19 H 1.199 1.496 2.625  C6 1.082
20 H 0.649 -0.654 1.693  N7 0.992

## Properties
- ΔE to the lowest compared entry with this formula, charge and spin (kcal per mole) = 13.21
- 2S+1 = 2
- highest occupied orbital energy (alpha / beta) (eV) = -4.3 / -8.8
- expectation value of S² = 0.753
- Kohn-Sham gap (alpha / beta) (eV) = 5.36 / 9.89

natural (NBO) atomic charge list, values in e, 5 entries:
1. C -0.630
2. C -0.409
3. C -0.414
4. C -0.228
5. N -0.858

Max |F| values, unit eV/Å, following the record order: 7.92, 3.03, 3.84, 1.47, 2.68.